CH5Cl3N3O2PS2 | wB97M-V/def2-TZVPD

Geometry (Å):
C -2.742 -0.242 -0.359
N 0.825 -0.347 1.165
N 0.749 -1.340 -1.221
N -2.739 2.440 -0.510
O -0.373 0.970 -0.680
O -1.453 1.413 1.419
P 1.054 0.030 -0.396
S 2.619 1.073 -0.836
S -1.763 1.362 -0.011
Cl -3.128 -0.445 -2.048
Cl -1.890 -1.710 0.234
Cl -4.076 0.055 0.678
H -0.071 -0.213 1.558
H 1.554 0.021 1.713
H 0.207 -2.078 -0.990
H 1.696 -1.527 -1.658
H -2.443 3.457 -0.421

Its net charge is 0. As for the energy above the lowest of the compared OMol25 structures with the same formula, charge and spin: 15.6 kcal per mole. For the LUMO energy, the calculation gives 0.172 eV.